No. 1
{"formula": "C27H52FN5O2S", "method": "the ωB97M-V functional and the def2-TZVPD basis", "elements": ["C", "C", "C", "N", "S", "C", "N", "C", "C", "C", "C", "C", "C", "C", "C", "C", "C", "O", "C", "N", "C", "C", "C", "N", "C", "C", "C", "N", "C", "C", "C", "C", "C", "O", "C", "H", "H", "H", "H", "H", "H", "H", "H", "H", "H", "H", "H", "H", "H", "H", "H", "H", "H", "H", "H", "H", "H", "H", "H", "H", "H", "H", "H", "H", "H", "H", "H", "H", "H", "H", "H", "H", "H", "H", "H", "H", "H", "H", "H", "H", "H", "H", "H", "H", "H", "H", "H", "F"], "positions_angstrom": [[-6.534, -0.851, -1.807], [-5.664, -1.574, -1.385], [-4.525, -2.282, -0.804], [-3.340, -2.102, -1.655], [-3.598, -2.518, -3.318], [-2.197, -1.664, -1.223], [-1.881, -1.343, 0.049], [-0.440, -1.620, 0.270], [0.335, -0.403, 0.759], [1.865, -0.582, 0.778], [2.592, 0.160, -0.352], [2.413, 1.678, -0.315], [3.546, 2.392, -1.055], [3.472, 3.931, -0.978], [4.437, 4.509, 0.062], [4.035, 4.159, 1.493], [4.688, 5.039, 2.542], [6.074, 5.182, 2.288], [6.880, 4.891, 3.411], [-0.299, -2.777, 1.138], [-0.820, -2.598, 2.515], [-1.878, -3.664, 2.841], [-0.041, -2.082, -1.203], [-0.285, -3.496, -1.322], [0.564, -4.276, -1.849], [2.049, -4.050, -1.932], [0.064, -5.597, -2.369], [-1.087, -1.468, -2.048], [-0.926, -0.039, -2.480], [-2.242, 0.732, -2.393], [-2.480, 1.497, -1.077], [-3.875, 1.302, -0.463], [-3.758, 1.055, 1.041], [-4.920, 0.414, 1.558], [-4.683, -0.443, 2.638], [-7.296, -0.255, -2.243], [-4.352, -1.860, 0.184], [-4.754, -3.346, -0.745], [-2.359, -2.196, -3.704], [-2.486, -1.720, 0.767], [-0.008, -0.169, 1.769], [0.101, 0.480, 0.167], [2.240, -0.192, 1.726], [2.165, -1.633, 0.738], [2.304, -0.254, -1.321], [3.657, -0.058, -0.225], [2.315, 2.029, 0.714], [1.486, 1.926, -0.842], [3.512, 2.046, -2.090], [4.492, 2.070, -0.609], [2.448, 4.229, -0.745], [3.774, 4.316, -1.952], [4.436, 5.595, -0.069], [5.441, 4.149, -0.158], [4.262, 3.106, 1.684], [2.950, 4.267, 1.579], [4.218, 6.028, 2.572], [4.526, 4.596, 3.530], [7.915, 5.063, 3.129], [6.761, 3.843, 3.704], [6.618, 5.540, 4.250], [0.681, -3.016, 1.200], [-0.011, -2.616, 3.243], [-1.329, -1.632, 2.565], [-2.710, -3.255, 3.411], [-2.281, -4.023, 1.892], [-1.451, -4.533, 3.338], [0.907, -1.719, -1.592], [2.399, -4.278, -2.941], [2.348, -3.025, -1.728], [2.569, -4.728, -1.256], [0.842, -6.162, -2.875], [-0.253, -6.203, -1.516], [-0.818, -5.448, -2.987], [-0.124, 0.462, -1.933], [-0.605, -0.073, -3.522], [-3.097, 0.106, -2.638], [-2.246, 1.481, -3.179], [-2.347, 2.553, -1.307], [-1.742, 1.248, -0.306], [-4.451, 0.526, -0.958], [-4.447, 2.214, -0.595], [-2.879, 0.436, 1.267], [-3.599, 2.006, 1.566], [-3.753, -0.211, 3.166], [-5.507, -0.383, 3.348], [-4.628, -1.493, 2.306], [-4.666, 1.586, -2.920]], "lowdin_charge": [0.165, -0.157, -0.185, -0.310, 0.936, -0.372, 0.220, -0.369, -0.109, -0.175, -0.211, -0.217, -0.206, -0.201, -0.212, -0.188, -0.243, -0.194, -0.112, 0.015, -0.239, -0.081, -0.214, 0.135, -0.367, -0.018, -0.027, -0.018, -0.116, -0.200, -0.179, -0.183, -0.232, -0.179, -0.133, 0.051, 0.096, 0.129, -0.103, 0.119, 0.115, 0.085, 0.114, 0.101, 0.097, 0.113, 0.108, 0.106, 0.112, 0.108, 0.111, 0.105, 0.117, 0.113, 0.112, 0.116, 0.125, 0.114, 0.086, 0.088, 0.087, 0.108, 0.116, 0.090, 0.062, 0.067, 0.068, 0.122, 0.087, 0.058, 0.094, 0.074, 0.088, 0.079, 0.098, 0.116, 0.062, 0.111, 0.113, 0.072, 0.061, 0.109, 0.076, 0.127, 0.083, 0.088, 0.067, -0.643], "homo_lumo_gap_ev": 6.8, "lumo_ev": 0.15}

No. 2
{"formula": "C27H52O9Si4Ti", "method": "the ωB97M-V functional and the def2-TZVPD basis", "elements": ["Ti", "C", "C", "O", "C", "C", "O", "C", "C", "O", "C", "C", "O", "C", "C", "O", "H", "H", "H", "H", "H", "H", "H", "H", "H", "H", "H", "H", "H", "H", "H", "H", "H", "H", "H", "H", "O", "C", "O", "C", "C", "C", "C", "O", "C", "O", "C", "C", "H", "H", "H", "H", "H", "C", "Si", "C", "C", "Si", "Si", "C", "C", "C", "Si", "C", "C", "C", "H", "H", "H", "H", "H", "H", "H", "H", "H", "H", "H", "H", "H", "H", "H", "H", "H", "H", "H", "H", "H", "H", "H", "H", "H", "H", "H"], "positions_angstrom": [[0.179, 0.369, 0.257], [2.380, -0.470, 2.218], [3.059, 0.898, 2.245], [2.501, 1.612, 1.167], [2.888, 2.967, 1.137], [2.406, 3.559, -0.183], [1.101, 3.063, -0.405], [0.500, 3.464, -1.622], [-0.303, 2.259, -2.132], [-0.932, 1.538, -1.082], [-1.983, 2.210, -0.394], [-1.506, 2.612, 1.008], [-0.825, 1.469, 1.508], [-0.296, 1.579, 2.821], [0.262, 0.191, 3.173], [0.971, -0.348, 2.062], [2.617, -1.048, 3.122], [2.695, -1.018, 1.321], [4.149, 0.801, 2.133], [2.858, 1.420, 3.195], [3.979, 3.069, 1.209], [2.435, 3.495, 1.993], [3.074, 3.241, -0.995], [2.409, 4.655, -0.120], [1.252, 3.739, -2.369], [-0.141, 4.343, -1.450], [0.398, 1.534, -2.560], [-1.042, 2.569, -2.884], [-2.796, 1.478, -0.294], [-2.336, 3.080, -0.956], [-2.368, 2.863, 1.645], [-0.822, 3.472, 0.975], [-1.095, 1.845, 3.529], [0.487, 2.354, 2.850], [-0.572, -0.495, 3.363], [0.902, 0.242, 4.062], [2.337, -1.919, -2.102], [2.196, -0.798, -1.663], [1.263, -0.428, -0.849], [3.145, 0.331, -2.022], [4.248, 0.556, -1.214], [5.144, 1.594, -1.466], [4.867, 2.405, -2.541], [5.528, 3.518, -2.974], [4.850, 3.948, -4.138], [3.715, 3.130, -4.342], [3.764, 2.169, -3.370], [2.901, 1.124, -3.146], [4.425, -0.106, -0.381], [6.020, 1.764, -0.861], [5.523, 3.877, -5.007], [4.531, 4.992, -4.008], [2.095, 0.914, -3.833], [-1.092, -3.209, 3.504], [-0.808, -3.409, 1.605], [1.051, -3.799, 1.399], [-1.743, -5.001, 1.106], [-1.505, -1.505, 0.300], [-3.623, -0.869, 1.310], [-4.851, 0.210, 0.280], [-3.498, 0.094, 2.983], [-4.590, -2.459, 1.723], [-1.948, -2.275, -1.924], [-0.525, -3.297, -2.674], [-2.220, -0.754, -3.066], [-3.529, -3.349, -2.023], [-1.373, -4.163, 3.936], [-1.893, -2.513, 3.731], [-0.199, -2.876, 4.025], [1.331, -4.704, 1.930], [1.678, -2.998, 1.775], [1.301, -3.943, 0.352], [-1.507, -5.822, 1.778], [-1.470, -5.314, 0.103], [-2.820, -4.865, 1.124], [-4.779, 1.277, 0.483], [-5.873, -0.075, 0.508], [-4.715, 0.060, -0.785], [-3.311, 1.155, 2.846], [-2.709, -0.305, 3.611], [-4.420, 0.006, 3.549], [-4.713, -3.069, 0.835], [-5.582, -2.244, 2.109], [-4.072, -3.063, 2.462], [0.433, -2.795, -2.567], [-0.670, -3.484, -3.735], [-0.432, -4.262, -2.186], [-1.321, -0.145, -3.093], [-3.042, -0.130, -2.727], [-2.443, -1.053, -4.084], [-3.432, -4.231, -1.400], [-3.712, -3.692, -3.037], [-4.413, -2.811, -1.696]], "lowdin_charge": [0.803, -0.132, -0.158, -0.182, -0.151, -0.132, -0.167, -0.136, -0.124, -0.270, -0.111, -0.110, -0.294, -0.109, -0.112, -0.278, 0.153, 0.130, 0.146, 0.136, 0.142, 0.134, 0.113, 0.147, 0.137, 0.138, 0.108, 0.154, 0.094, 0.157, 0.147, 0.140, 0.149, 0.137, 0.106, 0.155, 0.133, -0.510, -0.143, -0.119, -0.023, 0.021, -0.220, 0.046, -0.140, 0.041, -0.205, 0.062, 0.120, 0.128, 0.148, 0.142, 0.140, -0.208, 0.424, -0.195, -0.211, 0.469, 0.432, -0.213, -0.199, -0.217, 0.412, -0.193, -0.203, -0.210, 0.029, -0.006, 0.017, 0.034, -0.010, 0.026, 0.030, 0.016, 0.009, 0.015, 0.031, 0.009, 0.000, -0.003, 0.037, 0.013, 0.031, 0.014, -0.010, 0.034, 0.022, -0.002, 0.013, 0.032, 0.011, 0.029, 0.012], "relative_energy_ev": 1.657, "spin_multiplicity": 2, "homo_lumo_gap_ev": [7.7, 7.6], "lumo_ev": [-2.32, -2.32], "charge": 1}

What E_tot values result from the calculations? In sequence: -1982.02560, -3744.46638 hartree.